Record 1
The molecule C9H10O2 in a non-equilibrium geometry, computed with ωB97M-V with the def2-TZVPD basis set.

Results
LUMO level: 0.300 eV
frontier orbital gap: 8.4652 eV
energy above the lowest of the compared OMol25 structures with the same formula, charge and spin: 7.056 eV
F_max: 0.07703 Eh/bohr

Cartesian coordinates (Å):
C: -0.759 -0.823 0.106
C: -1.688 -0.961 -1.259
C: -2.857 -1.732 -1.066
C: -1.516 -1.850 0.899
C: 1.329 0.594 0.671
C: 1.735 1.696 0.052
C: 1.123 -0.263 1.899
C: 0.742 -0.710 0.511
C: -1.445 -0.066 -2.446
O: -2.541 -2.273 0.339
O: -1.209 -2.330 2.084
H: -0.961 0.243 0.445
H: 1.703 1.770 -1.102
H: 2.127 2.560 0.492
H: 1.854 -0.620 2.603
H: 0.190 0.062 2.469
H: 1.282 -1.398 0.023
H: -1.771 0.923 -2.102
H: -0.332 0.008 -2.668
H: -2.026 -0.411 -3.349
H: -1.783 -3.048 2.247


Record 2
A cluster of 2 separate species, C9H14O in total in a non-equilibrium geometry, computed with ωB97M-V with the def2-TZVPD basis set.

Results
LUMO level (alpha / beta): 3.904 / 3.834 eV
frontier orbital gap (alpha / beta): 3.0935 / 7.5025 eV
total charge: -1
multiplicity: 2
energy above the lowest of the compared OMol25 structures with the same formula, charge and spin: 0.134 eV
F_max: 0.03048 Eh/bohr

Cartesian coordinates (Å):
C: 0.058 3.064 -1.467
C: -0.264 2.606 -0.034
H: 1.089 3.374 -1.553
H: -0.100 2.284 -2.220
H: -0.566 3.913 -1.740
H: -0.918 1.744 -0.046
H: -0.733 3.427 0.507
H: 0.617 2.217 0.473
C: -1.825 -2.859 1.142
C: 1.372 -0.305 -0.261
C: 1.397 -0.789 1.042
C: 0.284 -0.582 -1.090
C: 0.389 -1.698 1.504
C: -0.708 -1.489 -0.627
C: -0.660 -2.052 0.639
O: 2.361 0.570 -0.686
H: 2.147 -0.365 1.710
H: 3.198 0.203 -0.350
H: 0.253 -0.073 -2.036
H: 0.494 -2.188 2.463
H: -1.556 -1.727 -1.264
H: -2.276 -3.453 0.346
H: -2.573 -2.252 1.642
H: -1.481 -3.570 1.908


Record 3
The molecule C2H3ClFN in a non-equilibrium geometry, computed with ωB97M-V with the def2-TZVPD basis set.

Results
LUMO level: 0.542 eV
frontier orbital gap: 11.1386 eV
energy above the lowest of the compared OMol25 structures with the same formula, charge and spin: 0.198 eV
F_max: 0.03979 Eh/bohr

Cartesian coordinates (Å):
C: -1.012 0.428 -0.899
C: 0.666 -0.452 0.544
N: -0.651 -0.321 0.051
F: 1.594 0.436 -0.015
Cl: 0.617 -0.263 2.306
H: -2.080 0.288 -1.084
H: -0.341 1.295 -1.277
H: 1.206 -1.411 0.375


Record 4
The ion C4H8N3O2 with charge +1 in a non-equilibrium geometry, computed with ωB97M-V with the def2-TZVPD basis set.

Results
LUMO level: -4.714 eV
frontier orbital gap: 9.5382 eV
total charge: +1
energy above the lowest of the compared OMol25 structures with the same formula, charge and spin: 5.899 eV
F_max: 0.13302 Eh/bohr

Cartesian coordinates (Å):
C: -1.776 -0.336 0.083
C: 1.770 0.792 -0.184
C: 0.498 0.678 0.636
C: 0.074 0.247 -1.650
N: 1.325 0.484 -1.580
N: -0.662 0.511 -0.229
N: -1.381 -1.361 2.194
O: -0.886 -2.315 2.717
O: -1.356 -1.478 0.724
H: -2.170 -0.639 -0.817
H: -2.585 0.083 0.694
H: 2.083 1.813 -0.353
H: 2.511 -0.030 0.269
H: 0.678 -0.183 1.246
H: 0.396 1.612 1.133
H: -0.490 0.012 -2.604
H: 1.973 0.111 -2.279


Record 5
The molecule C4H5N3S in a non-equilibrium geometry, computed with ωB97M-V with the def2-TZVPD basis set.

Results
LUMO level: 0.730 eV
frontier orbital gap: 8.8490 eV
energy above the lowest of the compared OMol25 structures with the same formula, charge and spin: 2.080 eV
F_max: 0.04500 Eh/bohr

Cartesian coordinates (Å):
C: 0.254 -0.481 -1.532
C: 0.186 0.996 0.331
C: -0.500 -1.066 0.956
C: 0.451 -0.455 -0.017
H: 0.902 -1.299 -1.927
H: -0.822 -0.608 -1.789
H: -0.879 1.870 1.838
H: -0.868 -2.083 1.047
H: 1.488 -0.738 0.217
N: 0.323 1.941 -0.557
N: -0.427 0.994 1.584
N: -0.968 -0.277 1.856
S: 0.861 1.207 -2.008


Record 6
A structure of composition ClH5N3PS in a non-equilibrium geometry, computed with ωB97M-V with the def2-TZVPD basis set.

Results
LUMO level: -0.150 eV
frontier orbital gap: 8.9775 eV
energy above the lowest of the compared OMol25 structures with the same formula, charge and spin: 2.059 eV
F_max: 0.08546 Eh/bohr

Cartesian coordinates (Å):
N: 0.354 -0.509 -1.343
N: -0.726 0.184 1.303
N: 1.462 1.325 0.778
P: -0.014 1.235 0.136
S: -0.949 2.880 -0.285
Cl: 2.823 1.959 -0.211
H: 0.919 -0.235 -2.111
H: -0.614 -0.554 -1.682
H: -1.733 0.295 1.464
H: -0.682 -0.706 0.828
H: 1.969 0.562 1.259


F_max of number 2 (C9H14O)? 0.03048 Eh/bohr


What is the formula in the second record? C9H14O


Which of these has the lowest F_max? C9H14O


What is the F_max in the fifth record? 0.04500 Eh/bohr